# 1
Density functional theory data (the ωB97M-V functional and the def2-TZVPD basis) for a molecular structure, C6H9N in a non-equilibrium geometry.

The calculation puts the total energy at -7851.32681 eV. The value obtained for the HOMO energy is -9.0 eV.

Atoms and positions in Å:
C  1.86480  -0.68397  0.14564
C  0.12124  0.58505  0.28485
C  -1.20681  1.28964  -0.13690
C  -1.76866  -0.17509  0.05950
C  -1.08133  -1.34021  0.06674
C  0.25253  -0.89089  -0.25203
H  2.70139  -1.02952  -0.63990
H  2.20003  -0.47360  1.21527
H  1.79636  1.37231  0.60517
H  0.31769  0.66142  1.45147
H  -1.61712  1.86605  0.82718
H  -1.29302  1.72724  -1.22659
H  -2.90460  -0.36606  -0.10677
H  -1.46808  -2.20987  0.32526
H  0.61215  -0.87268  -1.40759
N  1.50922  0.94537  -0.29290

# 2
Density functional theory data (the ωB97M-V functional and the def2-TZVPD basis) for a molecular structure, C3H8F2NO in a non-equilibrium geometry.

As for the charge: +1. The calculation puts the total energy at -12201.15387 eV. The value obtained for the HOMO energy is -15.9 eV.

Atoms and positions in Å:
C  1.12161  -0.58157  0.50433
C  0.44908  1.51463  -0.65924
C  -1.26739  -0.19979  -0.07762
N  0.15838  0.10131  -0.33518
O  -1.33675  -1.94689  0.35234
F  -1.48301  0.44884  1.05072
F  0.40060  -0.44330  -1.61506
H  0.65155  -0.59225  1.51966
H  1.44327  -1.49186  0.19577
H  2.07528  -0.06969  0.58822
H  0.24506  2.00317  0.26775
H  1.55184  1.65033  -0.73633
H  -0.19889  1.81327  -1.37756
H  -1.94739  -0.30005  -0.87444
H  -1.86324  -1.90613  1.19665

# 3
Density functional theory data (the ωB97M-V functional and the def2-TZVPD basis) for a molecular structure, C23H55N3OP4SeYb in a non-equilibrium geometry.

As for the charge: +3. As for the spin multiplicity: 2. The calculation puts the total energy at -165265.71832 eV. The value obtained for the HOMO energy (spin up / spin down) is -15.8 / -15.7 eV.

Atoms and positions in Å:
Yb  0.82568  -0.28934  1.13116
P  -1.83238  -0.33750  -1.01334
P  1.31405  -1.71000  -1.49008
P  -0.87412  2.09300  1.08551
H  7.71642  3.36435  0.11885
C  7.52664  3.78189  1.13443
C  7.50505  3.00062  2.21832
H  7.85420  1.95659  2.16110
C  -1.97848  0.37233  -2.70110
C  -2.38393  -2.04888  -1.41567
C  -3.46986  0.21202  -0.39857
C  3.06959  -1.41113  -1.07056
C  1.41214  -3.53615  -1.70531
C  1.34428  -1.27094  -3.27840
C  0.51023  2.95383  1.90251
C  -2.14446  2.28830  2.40433
C  -1.45579  3.41384  -0.05875
H  7.25552  4.84553  1.19302
H  7.10716  3.37323  3.17795
H  -2.91104  -0.00897  -3.14011
H  -1.14652  0.08202  -3.35112
H  -2.04239  1.46264  -2.65359
H  -3.32868  -1.97738  -1.97731
H  -2.56837  -2.62123  -0.49221
H  -1.64783  -2.57866  -2.03447
H  -4.22276  -0.21945  -1.07335
H  -3.59530  1.30358  -0.40761
H  -3.64974  -0.18183  0.60731
H  3.66856  -2.16282  -1.60013
H  3.26461  -1.50294  0.00950
H  3.37593  -0.41211  -1.39955
H  2.07696  -3.75767  -2.56158
H  0.40479  -3.94813  -1.89043
H  1.83351  -4.00192  -0.78767
H  2.01876  -1.94418  -3.81858
H  1.67754  -0.23054  -3.41182
H  0.33520  -1.37745  -3.69500
H  0.09139  3.82943  2.41096
H  1.25749  3.28859  1.17640
H  1.00427  2.31789  2.65276
H  -2.35300  3.36065  2.55445
H  -1.77850  1.84524  3.34990
H  -3.07875  1.77813  2.10398
H  -1.76086  4.28728  0.53401
H  -2.31481  3.06674  -0.65096
H  -0.64638  3.70241  -0.74520
C  2.90444  2.59920  -1.10509
C  3.75471  2.20401  -0.01148
C  4.98010  2.95386  0.12583
C  5.27552  4.06305  -0.66207
C  4.33226  4.51394  -1.60662
C  3.16101  3.77841  -1.82505
Se  1.38021  1.58660  -1.23658
H  3.02325  1.80562  0.71919
H  3.89835  1.17706  0.49154
H  5.68819  2.65486  0.85901
H  6.22425  4.64300  -0.59107
H  4.50690  5.41154  -2.19892
H  2.41302  4.06100  -2.58003
C  -4.41144  -1.66853  2.78338
N  -2.97567  -1.67462  3.20622
C  -2.64179  -0.89562  4.43905
P  -1.72963  -2.50117  2.50496
O  -0.65789  -1.64049  1.83627
N  -0.91504  -3.23765  3.74523
C  0.51728  -3.52251  3.66711
C  -1.62827  -4.11687  4.66117
N  -2.29708  -3.65105  1.41997
C  -1.24046  -4.51209  0.82606
C  -3.51470  -4.44386  1.73330
H  -4.87538  -0.75785  3.21272
H  -4.94875  -2.55245  3.18353
H  -4.50234  -1.62094  1.68038
H  -2.97753  -1.43647  5.34629
H  -1.56553  -0.70411  4.47655
H  -3.16835  0.07685  4.40101
H  1.05921  -2.70306  3.19360
H  0.87209  -3.64209  4.69542
H  0.71750  -4.45865  3.12103
H  -2.61487  -3.69680  4.92048
H  -1.75874  -5.12294  4.24225
H  -1.00646  -4.18537  5.56456
H  -0.89050  -5.26350  1.55924
H  -1.68392  -5.05627  -0.02646
H  -0.39878  -3.90383  0.45379
H  -3.60309  -4.66459  2.80909
H  -4.42914  -3.94994  1.38726
H  -3.44181  -5.40377  1.20489

# 4
Density functional theory data (the ωB97M-V functional and the def2-TZVPD basis) for C6H8N2 in the gas phase in a non-equilibrium geometry.

Its SMILES is C=C1CC=NN2C[C@@H]12. The calculation puts the total energy at -9324.92694 eV. The value obtained for the HOMO energy is -8.6 eV.

Atoms and positions in Å:
C  2.26976  -0.82097  -0.08409
C  1.12007  -0.22430  -0.00132
C  0.65791  1.30493  -0.22459
C  -0.69927  1.61426  0.23303
C  -1.59726  -1.64437  -0.00453
C  -0.33572  -0.59581  0.36722
H  3.16327  -0.12589  -0.20600
H  2.36016  -1.81962  -0.14005
H  0.46536  1.55770  -1.43468
H  1.53268  2.00246  0.23363
H  -1.08763  2.65310  0.50960
H  -1.81245  -2.58643  -0.55930
H  -2.38265  -1.61163  0.68511
H  -0.61562  -0.25990  1.42193
N  -1.75016  0.87379  -0.16074
N  -1.28845  -0.31733  -0.63522

# 5
Density functional theory data (the ωB97M-V functional and the def2-TZVPD basis) for a molecular structure, C3H5NO2.

The calculation puts the total energy at -8773.61233 eV. The value obtained for the HOMO energy (spin up / spin down) is -8.1 / -8.1 eV.

Atoms and positions in Å:
O  1.10201  2.15235  -0.01661
C  0.36544  1.05056  0.29436
C  -1.27841  -0.77368  -0.09670
N  -0.47270  -1.30690  0.80137
C  0.81904  -0.19958  -0.03032
O  1.55295  -0.80444  -0.75978
H  1.64377  1.96322  -0.79601
H  -0.34678  1.21439  1.08814
H  -1.99542  -0.02113  0.21868
H  -1.37010  -1.13756  -1.12330
H  -0.01980  -2.13724  0.42016

Relative energy (zero: lowest compared OMol25 entry of this formula, charge and spin), record by record: 6.833; 4.899; 0.000; 6.781; 4.082 eV